A 12-piece molecular cluster, C18H54BrN23O16S overall. Source: OMol25; level of theory: ωB97M-V with the def2-TZVPD basis set.

Structure (XYZ):
```
113
Properties=species:S:1:pos:R:3:mulliken_charge:R:1
C 0.385 -3.234 -2.811 -1.27
C -0.661 -2.441 -2.082 0.95
O -1.047 -2.673 -0.974 -0.61
O -1.181 -1.404 -2.815 -0.41
C -2.605 -1.349 -2.871 -0.63
C -3.215 -2.689 -3.275 -0.64
N -4.446 -2.461 -4.050 0.16
C -5.489 -1.670 -3.394 -0.88
C -6.293 -2.348 -2.289 0.86
O -7.430 -2.653 -2.365 -0.54
Br -5.324 -2.783 -0.635 -0.35
C -4.994 -3.649 -4.607 0.34
O -5.309 -3.783 -5.741 -0.51
O -5.232 -4.650 -3.664 -0.17
S -4.101 -5.894 -3.613 -0.12
H -0.116 -4.147 -3.149 0.33
H 1.222 -3.470 -2.158 0.35
H 0.730 -2.706 -3.697 0.31
H -3.004 -1.014 -1.910 0.28
H -2.847 -0.602 -3.626 0.38
H -3.363 -3.320 -2.397 0.34
H -2.508 -3.210 -3.927 0.69
H -6.251 -1.412 -4.131 0.42
H -5.071 -0.744 -3.010 0.52
H -3.767 -5.684 -2.330 0.14
N 1.545 0.208 -0.740 -0.26
C 2.619 -0.565 -0.476 0.65
N 3.208 -0.365 0.737 -0.19
O 3.052 -1.396 -1.278 -0.73
H 1.176 0.898 -0.100 0.25
H 1.096 0.069 -1.627 0.10
H 3.999 -0.935 0.970 0.21
H 2.888 0.321 1.396 0.06
N 6.355 3.607 -0.285 -0.32
C 5.486 2.618 0.070 0.62
N 5.357 1.618 -0.857 -0.25
O 4.876 2.605 1.130 -0.69
H 6.847 3.584 -1.162 0.10
H 6.521 4.384 0.339 0.28
H 4.737 0.859 -0.637 0.20
H 5.851 1.612 -1.729 0.15
N 4.881 -3.710 -2.293 -0.31
C 5.098 -4.911 -1.686 0.56
N 4.805 -4.912 -0.351 -0.24
O 5.507 -5.901 -2.276 -0.70
H 4.522 -2.911 -1.794 0.25
H 5.066 -3.642 -3.275 0.16
H 4.931 -5.774 0.142 0.14
H 4.437 -4.122 0.150 0.21
N -7.353 1.982 -0.192 -0.37
C -6.381 1.055 -0.448 0.23
N -5.534 0.808 0.577 -0.12
O -6.318 0.469 -1.525 -0.56
H -7.445 2.437 0.698 0.18
H -8.004 2.186 -0.927 0.21
H -4.839 0.094 0.449 0.13
H -5.640 1.234 1.480 0.23
N -4.693 -7.727 1.961 -0.40
C -4.874 -6.409 1.627 0.69
N -6.002 -6.142 0.902 -0.31
O -4.086 -5.542 1.953 -0.62
H -5.328 -8.457 1.699 0.15
H -3.872 -7.955 2.489 0.22
H -6.156 -5.187 0.630 0.09
H -6.665 -6.842 0.630 0.16
N 2.660 -5.884 2.800 -0.37
C 2.540 -4.523 2.730 0.63
N 1.729 -3.958 3.672 -0.41
O 3.105 -3.857 1.881 -0.60
H 2.191 -6.444 3.485 0.16
H 3.226 -6.335 2.106 0.19
H 1.602 -2.964 3.626 0.22
H 1.239 -4.484 4.369 0.15
N 10.015 2.860 -0.863 -0.35
C 9.913 3.408 -2.109 0.63
N 11.093 3.765 -2.700 -0.41
O 8.836 3.570 -2.659 -0.64
H 10.887 2.715 -0.392 0.16
H 9.160 2.598 -0.403 0.22
H 11.042 4.163 -3.619 0.22
H 11.987 3.636 -2.269 0.16
N -8.196 -1.299 3.909 -0.43
C -7.872 -0.506 2.846 0.63
N -8.267 -0.962 1.624 -0.24
O -7.258 0.542 2.986 -0.65
H -8.688 -2.167 3.819 0.16
H -7.907 -0.989 4.817 0.22
H -8.021 -0.412 0.821 0.21
H -8.753 -1.828 1.488 0.17
N 5.730 8.278 1.930 -0.42
C 6.393 7.399 1.118 0.62
N 7.225 7.964 0.192 -0.37
O 6.246 6.195 1.217 -0.64
H 5.832 9.272 1.869 0.16
H 5.114 7.884 2.615 0.22
H 7.716 7.342 -0.424 0.21
H 7.354 8.952 0.094 0.17
N -1.496 3.608 1.550 -0.30
C -0.344 2.907 1.696 0.55
N 0.405 3.264 2.780 -0.30
O 0.002 2.022 0.922 -0.75
H -1.750 4.340 2.197 0.24
H -2.085 3.375 0.773 0.15
H 1.278 2.792 2.925 0.18
H 0.111 3.983 3.416 0.18
N -2.778 7.764 2.327 -0.39
C -1.773 7.082 2.941 0.70
N -0.612 7.768 3.128 -0.37
O -1.909 5.920 3.306 -0.76
H -2.693 8.713 2.018 0.16
H -3.644 7.278 2.183 0.22
H 0.143 7.285 3.576 0.21
H -0.482 8.718 2.836 0.16
```

Output
E_tot   -167463.5700 eV
Frontier orbital gap   8.8 eV
Lowest unoccupied orbital energy   0.2 eV
SMILES string   CC(=O)OCCN(CC(=O)Br)C(=O)OS.NC(N)=O.NC(N)=O.NC(N)=O.NC(N)=O.NC(N)=O.NC(N)=O.NC(N)=O.NC(N)=O.NC(N)=O.NC(N)=O.NC(N)=O